Entry 1:
Computed, not measured: a molecular structure, C24H43BF5N5PScSi, with ωB97M-V/def2-TZVPD.

Orbital gap (eV): 8.39

Each line ends with the Mulliken charge.
Positions of all 81 atoms, in Å:
Sc 0.32181 0.43264 -0.01883  0.4174
C -1.27468 1.32667 4.27272  -1.0965
Si 0.20177 0.80046 3.23848  -0.0706
C 1.47025 -0.06932 4.31312  -1.0789
C 0.99533 2.31907 2.47876  -0.8996
N -0.27650 -0.18817 1.89096  0.4421
C -0.87750 -1.41653 1.98390  0.7492
C -1.27615 -2.10423 3.14328  -0.3531
C -1.88534 -3.34846 3.07034  -1.0037
C -2.13482 -3.97585 1.85738  -0.4885
C -1.75890 -3.33685 0.67933  -0.9807
C -1.16236 -2.11511 0.81163  0.3743
F -0.76675 -1.43096 -0.36191  -0.0261
H -0.95912 2.02657 5.05021  0.3646
H -1.77166 0.49212 4.76641  0.3376
H -2.01761 1.83209 3.65297  0.2931
H 1.85225 0.61161 5.07747  0.3712
H 2.31705 -0.39658 3.70714  0.2987
H 1.06967 -0.94444 4.82468  0.3271
H 1.05800 3.11232 3.22705  0.5573
H 0.41529 2.73996 1.64766  0.0683
H 2.01327 2.12824 2.13226  0.2549
H -1.10590 -1.65744 4.11224  0.2744
H -2.17084 -3.83777 3.99209  0.4036
H -2.60620 -4.94682 1.81969  0.3864
H -1.91719 -3.76255 -0.30132  0.4693
N -0.68225 1.93048 -0.69407  0.0059
P -1.48764 2.15565 -2.01190  -1.2028
N -0.63714 1.61584 -3.35046  0.7547
C 0.75010 2.09376 -3.45626  -0.5881
C 1.43828 1.42496 -4.63238  -0.9625
C 0.80352 1.86129 -5.95847  -0.7134
C -0.68074 2.19412 -5.75948  -0.8484
C -1.27419 1.33756 -4.65144  -0.5222
N -2.94810 1.36927 -2.18506  0.9412
C -2.96452 -0.07930 -2.37059  -0.5431
C -4.22394 -0.49782 -3.11614  -0.9465
C -5.46541 -0.03636 -2.36137  -0.8976
C -5.38538 1.45428 -2.05278  -0.8575
C -4.07561 1.79611 -1.35816  -0.4462
N -1.89760 3.75711 -2.14107  1.0554
C -1.27557 4.75021 -1.25626  -0.7419
C -1.90853 6.12154 -1.47581  -0.8981
C -3.41777 5.98429 -1.61987  -0.6316
C -3.75915 5.18123 -2.88599  -0.8227
C -2.58120 4.29826 -3.30733  -0.3847
H 1.28142 1.86712 -2.53298  0.2899
H 0.77569 3.18750 -3.57646  0.2590
H 1.35659 0.34338 -4.49696  0.2659
H 2.50373 1.65565 -4.60713  0.4675
H 0.91302 1.06732 -6.70047  0.2909
H 1.32754 2.73080 -6.36177  0.3621
H -1.24422 2.03888 -6.68207  0.4806
H -0.80848 3.24755 -5.49532  0.0807
H -1.13670 0.27714 -4.90263  0.3835
H -2.34781 1.49207 -4.56024  0.4577
H -2.94464 -0.56992 -1.38512  0.1517
H -2.06557 -0.39014 -2.90386  0.5170
H -4.22662 -1.58315 -3.24088  0.3773
H -4.20582 -0.05895 -4.11850  0.2639
H -5.52996 -0.58970 -1.41767  0.3105
H -6.37296 -0.27105 -2.92035  0.4437
H -6.22254 1.76284 -1.42227  0.4216
H -5.44827 2.03406 -2.97965  0.2508
H -4.01996 1.29537 -0.37972  0.2955
H -3.99606 2.86627 -1.17714  0.2331
H -0.19145 4.79628 -1.40707  0.2202
H -1.43765 4.43222 -0.22449  0.3365
H -1.49761 6.60357 -2.36706  0.3175
H -1.64116 6.76289 -0.63440  0.4560
H -3.89820 6.96339 -1.64712  0.4111
H -3.81225 5.47557 -0.73540  0.2750
H -4.01626 5.84767 -3.71284  0.4986
H -4.63630 4.55515 -2.71186  0.1044
H -1.87453 4.86725 -3.92504  0.4966
H -2.93612 3.47412 -3.92620  0.1262
F 3.50325 0.78219 -1.49067  -0.3342
B 2.91688 -0.25210 -0.83861  0.4922
F 1.60932 -0.53155 -1.48451  -0.4641
F 2.42777 0.21280 0.47208  -0.3781
F 3.63428 -1.38065 -0.71020  -0.3028

Entry 2:
Computed, not measured: 3 unconnected molecules or ions with the total composition C24H43BrNO8P2, with ωB97M-V/def2-TZVPD.

Orbital gap (eV): 7.45
Charge: +1

Each line ends with the Mulliken charge.
Positions of all 79 atoms, in Å:
Br 4.99629 -1.43929 5.61707  -0.1611
C 4.68594 -0.31398 4.05012  -0.8798
C 3.61194 0.76058 4.31064  -0.6045
C 2.30508 0.58240 3.46353  -1.1818
C 1.17892 0.60026 4.50180  0.4412
C 0.47783 1.73036 4.79494  -0.5517
C -0.52674 1.66771 5.79975  -0.6863
C -0.77981 0.53633 6.50787  -0.8205
C -0.04601 -0.65012 6.25822  0.3131
C -0.21179 -1.84956 6.94447  -0.4864
N 0.51514 -2.90704 6.63646  0.0432
C 1.44207 -2.92643 5.64751  -0.9553
C 1.65574 -1.79745 4.92446  -0.8789
C 0.93546 -0.61519 5.21317  1.4524
H 5.63962 0.18049 3.89284  0.4164
H 4.47139 -0.93277 3.18354  0.4420
H 4.01176 1.74315 4.06210  0.4317
H 3.36920 0.74346 5.36978  0.4925
H 2.29618 -0.34445 2.89381  0.3846
H 2.16586 1.37947 2.73594  0.6385
H 0.68567 2.65888 4.28125  0.5370
H -1.07388 2.58061 5.99575  0.4392
H -1.54931 0.56223 7.26918  0.4534
H -0.94230 -1.92139 7.73886  0.4401
H 0.38044 -3.75998 7.16494  0.2857
H 1.99857 -3.82400 5.42818  0.4739
H 2.38699 -1.85241 4.13750  0.5025
O 0.14869 -1.99072 0.74165  -0.8494
P -1.15443 -1.26035 0.59802  1.2984
O -2.13523 -2.41702 1.27627  -0.3512
C -2.08968 -2.47037 2.69659  -0.3859
C -2.63739 -1.18559 3.30517  -0.9190
O -1.33276 -1.49139 -1.00568  -0.4117
C -0.29303 -1.98538 -1.85395  -0.1677
C -0.26367 -3.49987 -1.88661  -1.2822
O -2.38053 -0.19978 0.61431  -0.3158
C -3.38098 -0.05267 -0.42140  0.0981
C -4.22781 -1.27735 -0.67230  -1.1400
H -1.05810 -2.64374 3.03094  0.2381
H -2.68508 -3.32683 3.01223  0.3664
H -2.01297 -0.32639 3.04344  0.1940
H -2.66775 -1.25533 4.39556  0.3835
H -3.63739 -0.98685 2.92525  0.2965
H 0.67031 -1.57028 -1.56244  0.3740
H -0.50229 -1.60303 -2.85472  0.1958
H -0.32154 -3.93087 -0.88738  0.2974
H 0.64858 -3.85579 -2.36581  0.3720
H -1.11837 -3.88498 -2.44468  0.3417
H -2.91117 0.30589 -1.33496  0.0179
H -4.02638 0.75602 -0.07569  0.3858
H -3.65020 -2.15683 -0.94163  0.2184
H -4.91781 -1.06574 -1.49015  0.4430
H -4.80605 -1.53462 0.21626  0.2848
O -1.57928 0.95454 -6.17478  -0.8385
P -0.26203 1.31395 -5.61325  0.9365
O -0.45451 2.74553 -4.86087  -0.2548
C -1.23577 2.78083 -3.66439  -0.5054
C -0.59899 2.01754 -2.51733  -0.5107
O 0.57475 1.72950 -6.93721  -0.3799
C 0.01503 1.66445 -8.25036  -0.3607
C -0.73436 2.93149 -8.60734  -1.0492
O 1.02003 0.78656 -4.81920  -0.1609
C 2.38851 1.08707 -5.15836  -0.2414
C 2.75137 2.55299 -5.11429  -1.0327
H -2.23436 2.38665 -3.87528  0.3090
H -1.34417 3.83066 -3.39538  0.3384
H -0.53337 0.94969 -2.73938  -0.1287
H -1.18962 2.13312 -1.60617  0.4201
H 0.41541 2.37156 -2.33055  0.2879
H -0.61543 0.78337 -8.35502  0.3471
H 0.85243 1.52814 -8.93668  0.3471
H -1.40373 3.24658 -7.80722  0.2785
H -1.32159 2.78806 -9.51462  0.3644
H -0.03601 3.75321 -8.77550  0.2828
H 2.63172 0.64074 -6.12033  0.3035
H 2.98774 0.55563 -4.41784  0.3505
H 2.13868 3.16890 -5.76638  0.2639
H 3.79153 2.67015 -5.42159  0.4014
H 2.63874 2.94702 -4.10261  0.2676

Entry 3:
Computed, not measured: 5 unconnected molecules or ions with the total composition C24H43Cl2N2O16P2, with ωB97M-V/def2-TZVPD.

Orbital gap (eV): 6.09
Charge: -1

Each line ends with the Mulliken charge.
Positions of all 89 atoms, in Å:
O 3.05844 0.48913 -2.15671  -0.2975
N 3.00298 -0.65634 -2.47718  -0.0127
O 1.93767 -0.89995 -3.27823  -0.2364
P 1.35183 -2.62227 -3.10963  0.3018
C 0.82775 -4.45893 -2.99340  -0.5387
C 2.02796 -5.41581 -2.80673  -1.1144
C 2.97202 -5.45158 -4.00883  -0.5011
Cl 2.18459 -5.96922 -5.54347  -0.2448
C -0.34097 -2.03592 -3.77019  -1.6643
C -1.62091 -2.51028 -3.06071  1.0153
C -2.71016 -2.72551 -4.12082  -0.2536
O -3.18602 -1.76992 -4.71702  -0.6708
N -3.14995 -4.03872 -4.47121  -0.1864
C -3.48990 -4.86420 -3.32911  -0.3249
C -4.67946 -4.76654 -2.64254  -0.4477
C -4.86555 -5.58179 -1.54594  -0.6155
C -3.90652 -6.46076 -1.12954  -0.4298
C -2.71322 -6.57575 -1.82329  -0.6215
C -2.53282 -5.76414 -2.91705  0.1414
P 0.91151 -2.15368 -0.91718  -0.0522
O -0.24672 -3.15388 -0.23720  -0.4345
Cl -0.06477 -0.26937 -0.91690  -0.2884
H 2.66887 -3.00500 -2.65655  0.2242
H 1.75688 -2.87236 -4.47747  -0.0159
H 0.41401 -4.71176 -3.98327  0.3873
H 0.06661 -4.72774 -2.25390  0.4804
H 2.62969 -5.09086 -1.94461  0.4039
H 1.68262 -6.44044 -2.60791  0.4002
H 3.74290 -6.20303 -3.80022  0.4363
H 3.50792 -4.51315 -4.16069  0.2868
H -0.34513 -0.94249 -3.81971  0.3168
H -0.37358 -2.35087 -4.82632  0.6268
H -1.58353 -3.42372 -2.46380  0.1815
H -2.03389 -1.71562 -2.42896  -0.0333
H -4.02261 -3.90353 -4.97842  0.4040
H -5.43916 -4.05192 -2.94902  0.4255
H -5.78234 -5.50562 -0.96569  0.3317
H -4.04835 -7.08065 -0.24768  0.3679
H -1.91822 -7.24708 -1.51561  0.4167
H -1.59464 -5.85146 -3.45895  0.5580
H 0.13936 -3.83240 0.32200  0.2931
C 9.19400 0.97684 -0.74966  -0.6353
O 8.05839 1.68114 -1.24076  -0.3289
C 7.00929 1.67525 -0.40577  0.7742
O 6.97883 1.14160 0.67253  -0.5491
O 6.02652 2.35731 -0.97574  -0.3024
C 4.82581 2.43648 -0.19527  -0.5826
H 9.96976 1.05275 -1.50811  0.2152
H 9.55792 1.42693 0.17360  0.2862
H 8.95698 -0.07454 -0.59184  0.2887
H 5.01424 2.94739 0.74839  0.2833
H 4.41426 1.44591 -0.02052  0.2783
H 4.10654 3.01364 -0.76823  0.2656
C 2.81251 5.90194 2.95003  -0.6939
O 1.71009 5.25118 3.57981  -0.2340
C 1.57654 3.96202 3.25256  0.7629
O 2.28738 3.34850 2.50576  -0.5650
O 0.51359 3.48164 3.90366  -0.2756
C 0.24164 2.09666 3.64851  -0.6961
H 2.81208 6.93343 3.29321  0.1993
H 3.75231 5.43295 3.23886  0.3041
H 2.69826 5.89035 1.86729  0.3071
H 1.07713 1.47616 3.96885  0.3022
H 0.02613 1.93381 2.59465  0.3984
H -0.63747 1.82788 4.22825  0.1413
C -3.74418 8.87560 3.43097  -0.6275
O -3.54195 7.82308 4.37150  -0.3387
C -2.32188 7.27470 4.32273  0.7838
O -1.43681 7.59998 3.57627  -0.5465
O -2.26417 6.31506 5.23967  -0.3431
C -1.00312 5.63064 5.29980  -0.5127
H -4.76111 9.23507 3.56773  0.2143
H -3.05192 9.69600 3.61603  0.2864
H -3.63405 8.50797 2.41179  0.2958
H -0.20475 6.32419 5.55933  0.2686
H -0.78963 5.14010 4.36182  0.3049
H -1.07971 4.87773 6.08034  0.2632
C -4.64166 1.15694 4.59372  -0.6017
O -5.02742 0.44533 3.42048  -0.3347
C -4.13267 0.50786 2.42607  0.7897
O -3.08263 1.09396 2.45935  -0.5242
O -4.59986 -0.18725 1.39623  -0.3533
C -3.71348 -0.19209 0.26693  -0.5421
H -5.44073 1.03217 5.32045  0.2025
H -3.72126 0.74671 5.00795  0.2732
H -4.52219 2.21843 4.37970  0.2875
H -2.76221 -0.65087 0.52937  0.2657
H -3.55845 0.81971 -0.10298  0.3106
H -4.18209 -0.78310 -0.51559  0.2193

For the records above, the corresponding largest force on an atom values read 0.624 8.166 2.610 eV/Å.